No. 1
CH4N2O2S | ωB97M-V/def2-TZVPD

Cartesian coordinates (Å):
C: 0.32877 0.03305 0.24918
N: 1.38791 0.01033 1.08065
N: 0.29171 0.50699 -0.91365
O: -0.82824 -0.65737 0.65471
O: -2.11129 1.10489 -0.61803
S: -2.25344 -0.23596 -0.19107
H: 2.19766 0.26178 0.63183
H: 1.61850 -0.75608 1.82022
H: 1.18090 0.70253 -1.34790
H: -1.81249 -0.97017 -1.36593

**Spin multiplicity**: 1
**HOMO-LUMO gap**: 10.09 eV
**Electronic energy**: -19010.145 eV

***

No. 2
CH4N2O2S | ωB97M-V/def2-TZVPD

Cartesian coordinates (Å):
C: -0.12802 0.14773 0.04645
H: 1.51891 -0.64269 1.40678
H: 0.36333 -1.68266 -0.81881
H: -1.00131 1.39474 -1.24255
H: -1.79748 -0.85014 -2.30429
N: 0.38677 -1.07196 0.00996
N: -1.06076 0.40908 -0.97544
O: 1.35038 -1.46378 0.87088
O: -0.95127 -0.41088 -2.09109
S: 0.20061 1.28324 1.20001

**Structure (SMILES)**: ONC(=S)NO
**Spin multiplicity**: 1
**HOMO-LUMO gap**: 9.31 eV
**Electronic energy**: -19009.272 eV

***

No. 3
CH4N2O2S | ωB97M-V/def2-TZVPD

Cartesian coordinates (Å):
C: 0.53893 -0.11999 0.53151
H: -1.37110 -0.97398 1.24148
H: 0.47416 0.27939 2.61642
H: -1.24677 -0.43420 0.07582
H: -0.47814 1.85464 -1.87216
N: -0.07669 0.26216 1.75484
N: -0.34347 -0.55521 -0.39469
O: -1.39402 -0.15393 1.86225
O: 1.78153 -0.02205 0.43826
S: -0.04816 0.21583 -2.07348

**Spin multiplicity**: 1
**HOMO-LUMO gap**: 9.34 eV
**Electronic energy**: -19008.216 eV

***

No. 4
CH4N2O2S | ωB97M-V/def2-TZVPD

Cartesian coordinates (Å):
C: -0.31422 -0.08357 -0.01998
H: 2.27630 -0.78835 0.31328
H: -0.09981 -1.97492 0.50004
H: -0.35305 1.84368 -0.13235
H: 2.04190 1.11561 -0.53581
N: 0.38875 -1.11706 0.42269
N: 0.31327 1.05275 -0.22548
O: 1.58486 -1.16112 -0.41900
O: 1.53759 1.24923 0.31448
S: -1.99212 0.00316 -0.03560

**Structure (SMILES)**: ONC(=S)NO
**Spin multiplicity**: 1
**HOMO-LUMO gap**: 8.79 eV
**Electronic energy**: -19008.262 eV

***

No. 5
CH4N2O3 | ωB97M-V/def2-TZVPD

Cartesian coordinates (Å):
C: -0.19658 -0.53200 0.56643
N: 0.62036 -0.97852 -0.39580
N: -1.60550 -0.46974 0.08565
O: -2.48607 -0.09635 0.82427
O: -1.79215 -0.79922 -1.06529
O: -0.70936 1.85362 -0.44440
H: 0.17159 -0.06501 1.48674
H: 0.16655 -1.05832 -1.21680
H: 1.59066 -0.66371 -0.47692
H: -1.51978 1.74108 -0.94984

**⟨S²⟩**: 2.01
**Spin multiplicity**: 3
**HOMO-LUMO gap (alpha / beta)**: 8.65 / 8.53 eV
**Electronic energy**: -10217.642 eV

***

No. 6
CH4N2O3P | ωB97M-V/def2-TZVPD

Cartesian coordinates (Å):
C: 0.53403 1.08646 0.14154
N: -2.06311 0.86975 -0.54556
N: 0.16971 -1.65558 0.00109
O: 2.25831 -0.68007 1.20879
O: 0.81513 2.20380 0.26803
O: 2.02203 -0.42363 -1.37548
P: 1.43923 -0.55852 -0.02164
H: -2.24876 0.36820 0.32912
H: -2.18500 1.85425 -0.30690
H: -0.54817 -1.34056 -0.63969
H: -0.19340 -1.72409 0.94070

**Spin multiplicity**: 1
**Net charge**: -1
**HOMO-LUMO gap (alpha / beta)**: 8.32 / 6.93 eV
**Electronic energy**: -19514.817 eV

***

No. 7
CH4N2O3S | ωB97M-V/def2-TZVPD

Cartesian coordinates (Å):
C: -0.46534 -0.15232 0.70388
N: -0.01022 0.79799 -0.11682
N: 0.26150 -1.24966 0.50722
O: -1.39423 -3.46550 0.00449
O: -1.26894 -1.84947 2.42861
O: 0.68519 -3.28473 1.96021
S: -0.31946 -2.38804 1.55029
H: -0.91326 -4.05303 -0.40947
H: -0.60382 1.67185 -0.22072
H: 0.63835 0.55247 -0.93623
H: 1.02494 -1.33689 -0.26177

**Spin multiplicity**: 1
**HOMO-LUMO gap**: 9.25 eV
**Electronic energy**: -21054.930 eV

***

No. 8
CH4N2O4 | ωB97M-V/def2-TZVPD

Cartesian coordinates (Å):
C: 0.81602 1.15372 -0.85215
N: -0.65125 -0.58369 1.12435
N: 0.16879 -1.07806 1.98362
O: 0.02205 -1.22285 3.17075
O: 1.36062 -1.39410 1.39311
O: -1.86327 -0.27710 1.69243
O: 0.67830 0.00878 -0.63204
H: -0.08815 1.68642 -1.27876
H: 1.61075 1.88643 -0.45758
H: 1.40831 -0.98113 0.41134
H: -1.87731 -0.23758 2.73119

**Structure (SMILES)**: [O-]/[N+](O)=N\O.C=O
**Spin multiplicity**: 1
**HOMO-LUMO gap**: 9.37 eV
**Electronic energy**: -12265.177 eV

***

No. 9
CH4N2OS | ωB97M-V/def2-TZVPD

Cartesian coordinates (Å):
C: -0.76197 -0.20295 -0.04272
H: -0.02131 1.22446 1.57525
H: -1.37251 1.63397 0.26300
H: 0.52202 -1.92843 -0.08347
H: 1.56773 0.17296 -1.61469
N: -0.62824 1.15508 -0.14011
N: 0.43348 -0.92531 0.70144
O: -1.72258 -0.95458 -0.44131
S: 1.98338 -0.17522 -0.21738

**Spin multiplicity**: 1
**HOMO-LUMO gap**: 7.55 eV
**Electronic energy**: -16958.302 eV

***

No. 10
CH4N2OS | ωB97M-V/def2-TZVPD

Cartesian coordinates (Å):
C: -2.27787 0.54805 1.10983
N: 0.95405 -0.04072 -1.11924
N: 0.62558 -0.62063 0.11006
O: 0.14586 0.29375 1.19753
S: -2.62674 -0.27854 -0.13432
H: 1.03248 0.47954 1.64455
H: 0.36660 0.69241 -1.42744
H: 1.91505 0.16691 -1.23201
H: -0.13502 -1.24075 -0.14897

**Spin multiplicity**: 1
**HOMO-LUMO gap**: 9.94 eV
**Electronic energy**: -16959.715 eV

***

No. 11
CH4N2OS | ωB97M-V/def2-TZVPD

Cartesian coordinates (Å):
C: 1.29577 -1.21615 0.09704
N: 0.41463 -0.33102 -0.01223
N: -1.85037 0.90063 -0.27028
O: 0.75754 0.85466 0.38647
S: -0.65649 1.98784 0.20041
H: 2.37130 -0.86904 0.55114
H: 1.25801 -2.08338 -0.51899
H: -2.18152 0.32610 0.67622
H: -1.40887 0.43037 -1.10979

**Structure (SMILES)**: C=NOSN
**Spin multiplicity**: 1
**HOMO-LUMO gap**: 9.35 eV
**Electronic energy**: -16960.720 eV

***

No. 12
CH4N2OSi | ωB97M-V/def2-TZVPD

Cartesian coordinates (Å):
C: 1.64492 0.90518 0.58791
N: 1.12229 -0.14341 0.81038
N: -0.99991 0.27950 -0.75220
O: 2.15761 1.93122 0.41589
Si: -0.28808 -0.95677 0.18443
H: -0.94082 1.23584 -0.44693
H: 0.08146 -2.02326 -0.73716
H: -1.74187 0.17179 -1.42280
H: -1.03560 -1.40009 1.36049

**Structure (SMILES)**: N[SiH2]N=C=O
**Spin multiplicity**: 1
**HOMO-LUMO gap**: 10.90 eV
**Electronic energy**: -14008.865 eV

***

No. 13
CH4N2PS | ωB97M-V/def2-TZVPD

Cartesian coordinates (Å):
C: -0.30890 -0.06718 0.03968
N: -0.78496 0.37564 1.23294
N: 0.86199 0.16343 -0.43565
P: -0.11209 1.85843 2.12885
S: -1.45124 2.00050 3.43032
H: -0.94447 -0.50966 -0.64229
H: -1.77052 0.15068 1.55324
H: 0.86571 -0.14808 -1.34417
H: 1.74102 0.34508 -0.04391

**Structure (SMILES)**: [NH2+]=CNP=S
**Spin multiplicity**: 1
**Net charge**: +1
**HOMO-LUMO gap**: 8.35 eV
**Electronic energy**: -24199.209 eV

***

No. 14
CH4N2S2 | ωB97M-V/def2-TZVPD

Cartesian coordinates (Å):
C: 0.79553 -0.20319 -0.13318
H: -0.38872 1.47718 0.01602
H: 1.26221 1.60498 -0.11823
H: -0.25546 -1.95156 0.07162
H: -2.18121 0.32730 0.93115
N: 0.56486 1.01399 -0.24033
N: -0.25914 -1.02636 0.04214
S: 2.36766 -0.70943 -0.23186
S: -1.90572 -0.53292 -0.33734

**Structure (SMILES)**: NC(=S)NS
**Spin multiplicity**: 1
**HOMO-LUMO gap**: 8.33 eV
**Electronic energy**: -25751.084 eV

***

No. 15
CH4N2S3 | ωB97M-V/def2-TZVPD

Cartesian coordinates (Å):
C: 0.26910 0.01348 0.00589
H: -0.17306 -2.89319 -0.30119
H: -1.00278 0.06519 -1.57376
H: -0.45910 1.65903 -0.64734
H: 0.71613 1.29861 2.61532
N: -0.21023 -0.48117 -1.27098
N: -0.27783 1.16986 0.38125
S: -0.63325 -2.14945 -1.63959
S: 1.34397 -0.94326 0.81000
S: 0.42704 2.26091 1.62041

**Structure (SMILES)**: S=C(NS)NS
**Spin multiplicity**: 1
**HOMO-LUMO gap**: 8.67 eV
**Electronic energy**: -36585.123 eV

***

No. 16
CH4N2Si | ωB97M-V/def2-TZVPD

Cartesian coordinates (Å):
C: 2.22542 1.13167 0.17754
N: 2.94701 1.91045 -0.24847
N: 0.01897 -0.54466 0.99040
Si: -1.00127 -0.39897 -0.30623
H: 0.12481 -1.33226 1.58618
H: -0.80671 -0.96143 -1.80858
H: -1.05430 0.97829 -0.40026
H: -2.45392 -0.78309 0.00941

**Spin multiplicity**: 1
**HOMO-LUMO gap (alpha / beta)**: 7.50 / 8.16 eV
**Electronic energy**: -11952.967 eV

***

No. 17
CH4N3 | ωB97M-V/def2-TZVPD

Cartesian coordinates (Å):
C: 0.12386 0.97903 0.59869
N: -0.16190 1.62092 1.65417
N: 0.65094 0.21756 -0.62797
N: 0.14489 -1.07898 -0.85845
H: -0.72671 2.36782 1.73503
H: -0.79618 -1.21834 -0.38780
H: 0.60438 -1.79211 -0.25490
H: 0.16071 -1.09589 -1.85878

**Structure (SMILES)**: N=C=N[NH3+]
**Spin multiplicity**: 1
**Net charge**: +1
**HOMO-LUMO gap**: 10.54 eV
**Electronic energy**: -5560.416 eV

***

No. 18
CH4N3O2 | ωB97M-V/def2-TZVPD

Cartesian coordinates (Å):
C: 0.29517 -0.55425 0.29748
N: -0.91944 -0.53831 -0.14677
N: 1.89168 0.51545 -1.16679
N: -2.00693 -0.09031 0.35383
O: -2.13867 -0.19299 1.61345
O: -2.89750 0.35002 -0.43242
H: 0.60326 -0.09781 1.24872
H: 1.01623 -1.34838 -0.08471
H: 1.57907 1.45720 -1.26482
H: 2.57714 0.49937 -0.41797

**Spin multiplicity**: 1
**Net charge**: -1
**HOMO-LUMO gap (alpha / beta)**: 7.02 / 7.01 eV
**Electronic energy**: -9662.172 eV

***

No. 19
CH4N3P | ωB97M-V/def2-TZVPD

Cartesian coordinates (Å):
C: 0.33602 1.12002 -0.33222
N: 1.55732 0.49915 -0.14658
N: 1.67488 -0.70676 -0.04066
N: 0.56889 -1.33942 -0.38276
P: -0.90664 -0.33977 -0.30326
H: 0.13223 1.89846 0.50874
H: 0.19979 1.49157 -1.33983
H: -0.32062 -2.78654 0.37151
H: -0.94378 -0.28777 1.05409

**Spin multiplicity**: 1
**HOMO-LUMO gap (alpha / beta)**: 8.55 / 7.64 eV
**Electronic energy**: -14854.339 eV

***

No. 20
CH4N4O2 | ωB97M-V/def2-TZVPD

Cartesian coordinates (Å):
C: 0.41335 0.72302 0.08565
N: 1.60503 -0.07451 0.00758
N: 0.99016 -1.22954 0.49943
N: -0.55372 -0.31683 -0.16957
N: -1.75565 -0.01273 -0.04442
O: -1.96856 1.16180 0.17480
O: -2.55081 -0.87742 -0.23234
H: 0.38967 1.10210 1.10573
H: 0.37542 1.75646 -0.39456
H: 2.01632 -0.13571 -0.94404
H: 1.03878 -2.09664 -0.08825

**Spin multiplicity**: 1
**HOMO-LUMO gap**: 8.06 eV
**Electronic energy**: -11148.733 eV